ORCA calculation (ωB97M-V with the def2-TZVPD basis set) on a 2-piece molecular cluster, C2H6N4OS overall.

Geometry as XYZ:
```
14
C2H6N4OS (ωB97M-V with the def2-TZVPD basis set)
C 0.20661 -0.00849 1.21155
C -0.21381 -1.21968 -1.39328
N 1.00613 -0.08137 -3.12759
N 0.28947 -0.50643 -2.22972
N 0.39940 0.47723 2.47396
N -0.68364 0.35215 0.35884
O 1.06599 -1.06063 0.87895
S -1.90402 1.44070 0.69139
H 0.79459 -1.35189 -0.01692
H -0.85042 -2.02964 -1.14451
H 1.00719 0.91386 -3.14646
H 0.12636 1.31824 3.11000
H 1.33823 0.23488 2.83112
H -2.58210 1.52107 -0.49732
```

Summary:
HOMO-LUMO gap: 8.81 eV
HOMO energy: -8.1 eV
Calculated total energy: -772.09637 Eh
LUMO: 0.66 eV

These are the Mulliken partial charges, in e, on atoms 1 to 5: 0.69 -0.30 -0.90 0.50 -0.51